13
Properties=species:S:1:pos:R:3:nbo_charge:R:1 method="wB97M-V/def2-TZVPD" spin_multiplicity=1 lumo_ev=-0.7 homo_lumo_gap_ha=0.340 e_above_lowest_kj_mol=365.9
C -1.58659 0.61734 -0.00606 -0.758
C 4.09697 2.33788 -0.27971 -0.039
N 4.82953 2.08255 0.68127 -0.593
O -3.71408 -4.35572 0.50306 -0.949
O -3.47682 -1.06760 -0.19480 -0.922
S -3.12969 0.22771 0.34950 1.207
H -1.10496 0.04356 -0.89598 0.249
H -1.33236 1.62421 0.16071 0.225
H 3.72313 1.73894 -1.15346 0.145
H 3.65074 3.24280 -0.07008 0.155
H 5.38394 1.29114 0.73211 0.333
H -3.40760 -4.37918 -0.45414 0.468
H -3.93221 -3.40363 0.62758 0.481


13
Properties=species:S:1:pos:R:3:nbo_charge:R:1 method="wB97M-V/def2-TZVPD" spin_multiplicity=1 lumo_ev=0.7 smiles="CNC(=O)O.O" homo_lumo_gap_ha=0.397 e_above_lowest_kj_mol=94.1
C 2.08594 0.83275 -0.82326 -0.425
N 0.70441 1.19627 -0.44869 -0.619
C -0.14098 0.21995 -0.06770 0.879
O 0.00417 -1.01928 -0.73124 -0.738
O -1.02318 0.27352 0.76631 -0.622
H 2.79896 0.62286 -0.02882 0.195
H 2.42063 1.65579 -1.46423 0.204
H 2.12712 -0.06487 -1.39482 0.229
H 0.75652 1.93744 0.33672 0.400
H -0.81465 -1.29653 -1.05578 0.498
H -3.58901 -1.25806 1.22319 0.461
H -2.49778 -1.30459 2.20058 0.468
O -2.83215 -1.79524 1.48774 -0.928


13
Properties=species:S:1:pos:R:3:nbo_charge:R:1 method="wB97M-V/def2-TZVPD" spin_multiplicity=1 lumo_ev=0.4 smiles="CNC(=O)O.O" homo_lumo_gap_ha=0.394 e_above_lowest_kj_mol=64.9
C -2.04629 -1.54456 -0.65904 -0.433
N -1.11982 -1.10351 0.36315 -0.616
C -0.11131 -0.24312 0.06963 0.894
O 0.20301 -0.21538 -1.24588 -0.709
O 0.51328 0.34507 0.93268 -0.652
H -2.01258 -1.02733 -1.61277 0.227
H -1.91054 -2.59386 -0.98419 0.192
H -3.08894 -1.57585 -0.33413 0.205
H -1.53597 -1.16880 1.27406 0.413
H 1.11250 -0.43586 -1.34758 0.503
H 2.66688 1.93531 -0.03804 0.444
H 1.57886 1.74065 0.85260 0.489
O 2.26163 2.43104 0.66314 -0.957


13
Properties=species:S:1:pos:R:3:nbo_charge:R:1 method="wB97M-V/def2-TZVPD" spin_multiplicity=1 lumo_ev=0.1 smiles="NCC(=O)O.O" homo_lumo_gap_ha=0.340 e_above_lowest_kj_mol=126.5
H 0.74252 -0.84109 0.28814 0.490
O 1.76729 -1.62062 -0.27378 -0.874
O 0.22084 -0.47042 1.18136 -0.776
H 2.27557 -1.30632 0.50420 0.499
H 1.35212 -2.38890 0.16604 0.496
C -0.66764 0.54093 1.15591 0.771
O -1.11501 0.97465 2.18195 -0.589
C -0.95079 1.17941 -0.23280 -0.351
H -2.01462 1.32351 -0.40320 0.224
H -0.63473 2.23942 -0.19240 0.225
N -0.47739 0.43712 -1.38607 -0.845
H 0.50526 0.35187 -1.50990 0.366
H -1.00344 -0.41956 -1.47947 0.365


15
Properties=species:S:1:pos:R:3:nbo_charge:R:1 method="wB97M-V/def2-TZVPD" spin_multiplicity=1 lumo_ev=0.4 smiles="O=CNC(=O)O.O.O" homo_lumo_gap_ha=0.409 e_above_lowest_kj_mol=190.4
O 1.43979 0.61118 1.52105 -0.595
C 1.63537 -0.46704 0.96027 0.542
N 1.45421 -0.69129 -0.35558 -0.691
C 0.90548 -0.07339 -1.53519 0.907
O 0.56483 1.26166 -1.32164 -0.692
O 0.79651 -0.45937 -2.67634 -0.560
H 2.10406 -1.28675 1.61750 0.153
H 1.93341 -1.62364 -0.56240 0.417
H 0.50704 1.43401 -0.30078 0.513
H -1.91902 -0.25014 0.84392 0.479
H -1.74075 -1.69640 0.50099 0.456
O -1.47915 -1.09957 1.20966 -0.964
H -2.31594 1.10577 -0.68823 0.510
H -2.00868 1.83617 0.76595 0.507
O -1.87717 1.39880 0.02081 -0.984


13
Properties=species:S:1:pos:R:3:nbo_charge:R:1 method="wB97M-V/def2-TZVPD" spin_multiplicity=1 lumo_ev=0.3 smiles="NC=O.CSS" homo_lumo_gap_ha=0.337 e_above_lowest_kj_mol=125.5
C -1.79633 1.07774 0.32427 -0.735
S -1.80507 -0.41751 1.40544 0.070
S -1.02794 -1.88083 0.11789 -0.153
H -2.65101 1.68286 0.59446 0.237
H -1.99307 0.64548 -0.70295 0.228
H -0.76269 1.41273 0.32717 0.249
H -1.81625 -1.84080 -0.95370 0.135
C 2.16113 0.28003 -0.70042 0.519
N 1.71666 -0.68546 0.26978 -0.872
O 1.51764 1.20984 -1.25132 -0.605
H 3.23172 0.19329 -1.08894 0.131
H 0.74848 -0.77897 0.67056 0.405
H 2.47674 -0.89839 0.98776 0.391


12
Properties=species:S:1:pos:R:3:nbo_charge:R:1 method="wB97M-V/def2-TZVPD" spin_multiplicity=1 lumo_ev=0.5 smiles="C=CO[SiH2]N" homo_lumo_gap_ha=0.305 e_above_lowest_kj_mol=172.8
C 2.72680 -0.30176 0.08011 -0.510
C 1.52763 0.27595 -0.04050 0.136
N -2.61072 -0.72847 0.00309 -1.281
O 0.48017 -0.54976 0.01305 -0.793
Si -1.35615 0.42329 0.02815 1.489
H 3.57521 0.20495 -0.03040 0.178
H 2.87997 -1.31604 0.26793 0.190
H 1.49741 1.28981 -0.06355 0.151
H -3.25140 -0.65358 -0.78340 0.409
H -3.11216 -1.04719 0.77165 0.403
H -1.12464 1.29739 1.15686 -0.194
H -1.23212 1.10543 -1.40298 -0.177


11
Properties=species:S:1:pos:R:3:nbo_charge:R:1 method="wB97M-V/def2-TZVPD" spin_multiplicity=1 lumo_ev=-0.3 homo_lumo_gap_ha=0.298 e_above_lowest_kj_mol=342.1
C -0.19597 -0.36665 -0.92109 -0.016
C 0.72975 0.57994 -1.28272 -0.412
N -1.41296 -0.03943 -0.25317 -0.766
H -0.13695 -1.45327 -1.19157 0.230
H 1.37739 0.54467 -2.16229 0.240
H 0.51357 1.55743 -0.85217 0.215
H 0.83485 -0.26247 0.44083 0.224
H -1.41427 0.74846 0.27625 0.380
H -1.62187 -0.75109 0.43397 0.386
S 0.04361 -0.31680 2.50903 -0.612
H 1.28285 -0.24080 3.00293 0.130


11
Properties=species:S:1:pos:R:3:nbo_charge:R:1 method="wB97M-V/def2-TZVPD" spin_multiplicity=2 lumo_ev="-4.2 / -8.5" total_charge=+1 homo_lumo_gap_ha="0.393 / 0.237" e_above_lowest_kj_mol=145.6
C -0.10070 -0.96872 1.27508 -0.956
S -0.77726 -0.79041 -0.16961 0.931
H -0.26236 -0.24174 2.08768 0.327
H -0.56300 -1.89058 1.65758 0.291
H 0.93332 -1.11777 1.23096 0.311
C 0.16718 0.74483 -0.85086 -0.418
N 1.33954 1.57630 -0.20626 -0.785
H 0.66216 0.46789 -1.82686 0.276
H -0.74719 1.36166 -1.18726 0.256
H 1.72190 2.24956 -0.85237 0.402
H 0.91560 2.12666 0.50246 0.367


12
Properties=species:S:1:pos:R:3:nbo_charge:R:1 method="wB97M-V/def2-TZVPD" spin_multiplicity=1 lumo_ev=0.2 smiles="C=N.CSS" homo_lumo_gap_ha=0.313 e_above_lowest_kj_mol=190.5
C 2.49654 0.98110 0.28510 -0.048
N 2.05904 -0.14404 0.76493 -0.599
H 3.07736 1.03031 -0.59134 0.168
H 2.33985 1.91015 0.92988 0.143
H 1.88737 -0.03218 1.74716 0.335
C -1.52925 -1.18111 -1.39253 -0.743
S -1.42193 0.47648 -0.59256 0.061
S -1.82891 0.05179 1.52591 -0.175
H -2.06074 -1.80301 -0.57285 0.248
H -2.18203 -1.10993 -2.21980 0.220
H -0.40517 -1.41123 -1.71752 0.244
H -2.43214 1.23167 1.83362 0.145


12
Properties=species:S:1:pos:R:3:nbo_charge:R:1 method="wB97M-V/def2-TZVPD" spin_multiplicity=1 lumo_ev=0.6 smiles="C=N.CSS" homo_lumo_gap_ha=0.356 e_above_lowest_kj_mol=94.9
C 3.67748 1.44942 -1.47498 -0.050
N 4.88488 1.41659 -1.83544 -0.589
H 3.01591 2.04461 -2.10385 0.162
H 3.27707 0.91879 -0.60636 0.148
H 5.48387 0.90778 -1.18388 0.329
C -3.11084 -1.03534 0.04230 -0.749
S -2.90376 -2.01453 1.55088 0.085
S -3.04857 -0.63605 3.04412 -0.135
H -4.16853 -0.93069 -0.18642 0.217
H -2.63744 -1.61143 -0.75392 0.228
H -2.71864 -0.02784 0.17092 0.232
H -1.75143 -0.48132 3.33663 0.122


11
Properties=species:S:1:pos:R:3:nbo_charge:R:1 method="wB97M-V/def2-TZVPD" spin_multiplicity=2 lumo_ev="0.4 / 0.4" homo_lumo_gap_ha="0.234 / 0.384" e_above_lowest_kj_mol=54.3
O 0.16227 2.10144 -1.80445 -0.937
H -0.61740 1.04016 -0.73359 0.537
H 0.16850 2.76380 -2.47766 0.484
H 1.11784 2.03836 -1.66440 0.481
O -0.81604 0.25875 -0.20127 -0.759
C -0.26345 -0.88866 0.16247 0.124
C -0.07618 -1.34918 1.56099 -0.689
H 0.17446 -1.47792 -0.64944 0.120
H -0.36008 -0.66777 2.36162 0.221
H 1.01424 -1.47954 1.69422 0.206
H -0.50416 -2.33943 1.75151 0.213